Record 1
# C21H39NP2Tc

C21H39NP2Tc as an isolated structure (ωB97M-V/def2-TZVPD, the Open Molecules 2025 dataset).

The geometry in XYZ format:
```
64
Properties=species:S:1:pos:R:3:forces:R:3
P 1.5230 1.6402 -0.4766 0.019 0.868 -1.512
P -2.2106 -0.1218 -2.6461 -1.314 0.520 -0.103
C -1.4119 2.2870 -2.8029 -0.579 1.683 0.541
C -2.6324 1.5474 -3.3303 0.465 -0.119 0.421
H -0.8741 2.9282 -3.5792 0.066 0.296 -0.543
H -1.6525 3.1134 -2.0967 0.182 -0.932 0.054
H -3.5873 1.9321 -2.9341 0.406 -0.295 0.148
H -2.7547 1.5359 -4.4175 0.287 -0.121 0.075
C -1.7407 -1.2765 -3.9303 0.370 -0.577 -0.251
H -1.9716 -2.2860 -3.5445 0.059 0.358 -0.246
H -0.6626 -1.2425 -4.1518 -0.523 -0.119 0.163
H -2.3225 -1.0703 -4.8388 0.138 -0.185 0.139
C -3.7922 -0.7042 -2.0123 0.129 -0.586 0.577
H -4.3670 -1.0296 -2.8958 -0.082 0.106 0.445
H -4.3072 0.0852 -1.4314 0.224 -0.493 -0.462
H -3.5767 -1.5644 -1.3538 -0.422 0.199 -0.255
C 3.2664 1.8343 -0.9599 0.137 0.310 0.426
H 3.7764 2.0275 -0.0149 0.608 0.087 -0.471
H 3.4031 2.6581 -1.6627 0.204 -0.095 0.234
H 3.6120 0.8944 -1.4178 0.066 0.328 0.297
C 0.8958 3.3246 -0.1304 0.568 0.475 0.649
H -0.1891 3.4717 -0.1993 0.330 -0.262 -0.035
H 1.3599 4.0594 -0.7951 -0.009 0.006 0.448
H 1.1959 3.4857 0.9126 -0.137 0.697 -0.273
Tc 0.4121 1.6378 -3.5739 -2.756 -3.482 4.457
C -0.2834 2.0949 -5.4352 -0.521 0.604 -1.919
C 0.4901 0.9054 -5.4317 0.406 0.412 -1.719
C 1.8596 0.9332 -6.0663 0.709 -0.497 0.011
C 2.7263 2.0546 -5.4675 0.181 -0.096 -0.318
C 2.3062 2.2111 -4.0108 1.599 0.838 -0.720
C 1.4970 3.2833 -3.5592 1.171 1.695 -0.755
C 0.8389 4.2082 -4.5556 0.663 0.915 -0.065
C 0.2358 3.4972 -5.7733 -0.460 0.486 -1.102
C 1.8169 1.0582 1.2331 -0.683 -0.781 -0.340
H -1.3451 1.9873 -5.7146 0.354 -0.073 0.732
H -0.0170 -0.0583 -5.4106 -0.106 0.200 -0.464
H 1.7719 1.0454 -7.1577 0.031 -0.275 0.271
H 2.3207 -0.0287 -5.8200 0.181 0.071 -0.411
H 3.8046 1.8123 -5.5503 -0.605 0.011 0.198
H 2.5959 2.9902 -6.0320 0.164 -0.399 0.451
H 2.9250 1.6616 -3.3001 -0.011 0.249 0.022
H 1.7003 3.7128 -2.5837 -0.270 -0.139 0.012
H 1.5785 4.9496 -4.8801 -0.209 0.115 -0.045
H 0.0441 4.7579 -4.0301 0.256 -0.005 -0.106
H -0.6029 4.1225 -6.1210 0.078 -0.366 0.223
H 0.8956 3.5186 -6.6534 -0.089 -0.240 0.413
H 0.9508 1.3254 1.8313 -0.031 -0.029 0.257
H 2.7372 1.4375 1.6875 -0.236 0.116 -0.203
H 1.8589 -0.0269 1.1777 0.155 -0.199 0.334
C -1.8367 1.1184 0.3502 0.403 0.420 0.062
C -1.2272 -0.1975 0.0648 1.319 -0.911 -0.664
C -1.5193 -1.3784 0.8000 0.574 -1.637 -0.140
C -0.6979 -2.3986 0.2907 -1.040 0.758 0.949
C 0.0990 -1.7952 -0.7276 -0.683 0.340 0.071
C 1.1627 -2.5424 -1.4659 0.176 0.390 0.065
N -0.2435 -0.4581 -0.8871 -1.242 -0.811 0.214
H -2.8676 1.1861 -0.0409 0.271 -0.007 0.394
H -1.2433 1.9267 -0.0883 -0.306 -0.310 0.038
H -1.8282 1.2569 1.4506 -0.370 -0.006 -0.561
H -2.2488 -1.4082 1.6042 0.231 -0.225 -0.098
H -0.6207 -3.4473 0.5891 -0.109 0.520 0.050
H 1.6302 -3.2528 -0.7445 -0.297 0.357 -0.741
H 0.7242 -3.1093 -2.3190 0.310 0.215 0.551
H 1.9389 -1.8557 -1.8555 -0.399 -0.369 0.133
```
Positions in Å, forces in eV/Å.

The relative energy (zero: lowest compared OMol25 entry of this formula, charge and spin) is 177.37 kJ/mol. Its multiplicity is 4. For the HOMO-LUMO gap (spin up / spin down), the calculation gives 6.47 / 5.09 eV. Its total charge is +2. The value obtained for the total energy is -44652.1046 eV.

For reference, the Mulliken charges in units of e are: 1.2077, 1.0112, -0.1955, -0.7258, -0.2077, 0.6676, 0.5177, 0.4670, -1.4509, 0.4640, 0.3014, 0.4674, -1.3317, 0.4721, 0.3996, 0.4181, -1.5065, 0.5843, 0.5164, 0.3311, -1.6489, 0.4093, 0.5679, 0.6186, -0.4553, 0.4905, -1.3208, -1.1095, -1.0629, -0.6169, 0.7063, -1.3316, -1.0127, -1.4905, 0.8688, 0.7230, 0.3683, 0.4301, 0.4698, 0.2385, 0.4863, 0.1053, 0.4962, 0.4467, 0.4589, 0.3282, 0.3861, 0.5336, 0.3462, -0.5657, 0.6100, -1.1996, -0.7913, 0.3290, -1.2813, 0.6337, 0.1932, -0.3065, 0.4430, 0.5833, 0.5771, 0.4666, 0.2738, 0.1978

Record 2
# C21H40BF5O12S

A 3-piece molecular cluster, C21H40BF5O12S overall (ωB97M-V/def2-TZVPD, the Open Molecules 2025 dataset).

The geometry in XYZ format:
```
80
Properties=species:S:1:pos:R:3:forces:R:3
C 6.5136 2.2360 1.6205 -0.214 -0.391 -0.510
C 5.4725 2.8745 0.6708 0.914 -0.430 -0.232
O 5.0941 4.1907 1.0420 -0.272 -0.377 0.194
C 4.0569 4.2004 2.0051 -0.242 0.363 0.403
C 2.6509 4.1428 1.3470 0.683 0.085 -0.235
O 1.7667 5.1124 1.9005 -0.184 -0.764 0.338
C 0.4154 4.6537 1.9101 0.181 0.726 -0.161
C -0.1573 4.5465 0.4645 -0.446 0.502 0.137
O -0.9105 3.3683 0.1916 -0.211 -0.306 0.323
C -0.1226 2.2077 0.2483 0.996 -0.214 -0.220
C -0.8683 0.9823 -0.3707 -0.966 2.922 0.289
C -2.3679 1.1146 -0.0419 -0.272 -0.672 2.275
C -2.5605 1.2117 1.5341 -3.451 0.508 -2.323
C -3.8041 0.3473 2.0855 1.411 -0.188 1.236
O -3.6971 1.9159 1.9611 3.819 -0.230 0.348
O -0.8474 1.3632 -1.7855 0.939 -1.702 -0.654
S -0.1676 0.2364 -2.7070 -0.013 0.120 -0.984
O 1.0993 0.6043 -3.2319 0.878 0.485 1.369
O -1.0284 -0.1705 -3.7565 -1.294 -0.548 0.678
O -0.0781 -0.8815 -1.5514 0.051 0.604 -0.694
C -0.1885 -0.4112 -0.1671 -0.119 -0.166 -1.911
B -1.1287 -1.6193 0.4480 -1.059 -0.471 0.442
O -1.6129 -2.5854 -0.4080 0.944 0.129 0.648
O -1.5000 -1.6858 1.7703 1.178 0.514 -0.083
C -0.7796 -2.6906 2.5084 0.047 -0.368 0.525
C 1.3078 -0.4568 0.2705 -0.424 -0.794 0.119
F 1.7586 -1.6862 -0.1103 -0.199 -0.085 0.337
F 2.0781 0.4040 -0.4036 -0.292 0.445 0.173
C 1.6070 -0.3521 1.8167 1.810 0.907 -0.432
F 2.6212 0.5232 1.9774 -0.180 0.173 -0.022
F 0.6049 0.0996 2.5555 -0.458 -0.372 0.010
F 2.0719 -1.5034 2.2771 -0.652 -0.311 0.312
H 7.5019 2.6896 1.4577 -0.384 0.068 0.400
H 6.6225 1.1721 1.3385 -0.074 0.367 0.104
H 6.2064 2.2492 2.6751 0.194 0.212 -0.275
H 5.9659 2.9667 -0.3114 -0.375 -0.016 0.251
H 4.6147 2.1878 0.5474 0.046 0.423 0.105
H 4.1903 3.3655 2.7190 -0.105 0.258 -0.240
H 4.1520 5.1307 2.5894 -0.126 -0.244 -0.336
H 2.2550 3.1190 1.4689 -0.077 0.394 -0.149
H 2.7924 4.3794 0.2754 -0.005 -0.375 0.313
H 0.3161 3.7333 2.5124 0.037 0.072 -0.405
H -0.1411 5.4341 2.4520 0.178 -0.300 -0.187
H -0.8623 5.3835 0.3425 0.103 -0.451 -0.088
H 0.6069 4.6945 -0.3196 0.035 -0.233 0.486
H 0.7633 2.3764 -0.3954 -0.166 -0.246 0.396
H 0.2265 2.0268 1.2791 -0.162 -0.127 -0.302
H -2.8272 2.0238 -0.4446 0.621 -0.151 -0.107
H -2.9921 0.2705 -0.3660 0.490 0.108 -0.152
H -1.6568 1.2403 2.1631 -0.578 -0.009 -0.071
H -4.5216 0.5923 2.8909 -1.110 -1.295 -0.980
H -3.0571 -0.0882 2.8503 -0.441 1.057 0.572
H -0.9565 -3.2811 -0.5684 -0.327 0.136 -0.564
H -1.4840 -3.4328 2.9082 0.210 0.137 -0.332
H 0.0045 -3.1766 1.8986 -0.467 -0.014 0.144
H -0.2475 -2.2456 3.3646 -0.359 0.108 -0.350
C -4.8832 -2.9288 1.0838 0.219 0.040 0.181
C -5.9283 -3.3990 2.0842 -0.199 0.027 -0.753
C -6.6380 -4.6526 1.5946 -0.076 -0.152 0.213
O -6.8847 -2.3626 2.3022 0.028 0.016 0.369
H -5.3467 -2.6787 0.1250 -0.037 -0.120 -0.002
H -4.3893 -2.0240 1.4424 -0.012 -0.047 -0.004
H -4.1257 -3.6972 0.9134 -0.017 0.020 -0.060
H -5.4518 -3.5995 3.0460 -0.125 0.137 0.072
H -7.1604 -4.4584 0.6536 0.123 0.033 -0.047
H -7.3904 -4.9736 2.3170 0.060 -0.004 0.025
H -5.9328 -5.4712 1.4381 -0.027 0.006 -0.036
H -7.3138 -2.1745 1.4597 0.069 -0.003 0.036
C 3.0168 -2.5156 -4.6324 0.096 -0.103 0.146
C 2.0439 -3.2471 -5.5458 0.005 0.688 -0.021
C 2.0836 -2.6842 -6.9583 -0.035 -0.152 -0.175
O 0.7224 -3.1360 -5.0228 -0.054 -0.256 0.085
H 2.7583 -1.4552 -4.5613 0.003 -0.002 -0.108
H 2.9717 -2.9233 -3.6206 0.017 -0.049 -0.043
H 4.0425 -2.6003 -4.9974 -0.010 0.027 0.015
H 2.2895 -4.3106 -5.5677 -0.173 -0.022 0.064
H 1.7955 -1.6292 -6.9621 0.097 0.014 0.088
H 1.3753 -3.2107 -7.5999 0.046 -0.045 0.028
H 3.0814 -2.7738 -7.3925 -0.018 0.034 -0.005
H 0.4928 -2.1980 -4.9979 -0.040 -0.058 0.001
```
Positions in Å, forces in eV/Å.

The relative energy (zero: lowest compared OMol25 entry of this formula, charge and spin) is 0.00 kJ/mol. For the HOMO-LUMO gap, the calculation gives 8.70 eV. The SMILES is CCOCCOCCOC[C@@]1(C[C@@H]2CO2)OS(=O)(=O)O[C@@]1(B(O)OC)C(F)(F)C(F)(F)F.CC(C)O.CC(C)O. The value obtained for the total energy is -72087.8667 eV.

For reference, the Mulliken charges in units of e are: -1.0974, 0.1593, -0.4107, -0.5964, 0.6617, -0.4926, -0.3292, -0.4591, -0.3714, -1.5600, 0.1549, -1.9076, 1.2119, -1.6878, -0.5512, -0.4081, 1.4877, -0.6200, -0.7256, -0.4906, 1.4836, 1.3216, -0.6385, -0.2367, -0.8809, 0.3385, -0.3512, -0.2798, 0.6609, -0.2286, -0.1768, -0.2596, 0.3100, 0.3482, 0.2955, 0.3209, -0.1069, 0.2084, 0.3186, -0.3774, 0.1911, 0.3192, 0.3607, 0.3415, 0.3998, 0.8415, 0.0428, 0.5147, 0.6338, 0.5117, 0.4442, 0.2014, 0.3002, 0.2964, 0.3180, 0.2439, -0.6777, 0.3351, -1.3758, -0.5533, 0.3593, -0.0286, 0.2792, 0.2700, 0.3415, 0.3421, 0.3522, 0.3552, -1.0678, 0.3501, -1.2288, -0.5460, 0.2071, 0.2539, 0.4109, 0.3005, 0.2897, 0.3206, 0.3816, 0.3305

Record 3
# C21H40Cl2KLiN2NaO11

C21H40Cl2KLiN2NaO11 as an isolated structure (ωB97M-V/def2-TZVPD, the Open Molecules 2025 dataset).

The geometry in XYZ format:
```
79
Properties=species:S:1:pos:R:3:forces:R:3
C 0.9412 -1.2751 -1.1727 0.634 0.227 1.552
C 1.4758 -1.6134 0.2019 -0.341 0.477 -0.257
C 2.9814 -1.5374 0.2744 -1.239 -0.448 0.368
Cl 3.7284 -0.2083 -0.5602 0.368 -0.225 -0.394
N 3.5462 -2.8833 -0.1797 0.760 0.432 0.399
O 3.3864 -3.1717 -1.5268 -0.019 -0.418 -0.006
H 1.3731 -1.8553 -1.9736 -0.257 0.233 0.085
H -0.1168 -1.4807 -1.1441 -0.207 -0.477 -0.153
H 1.0696 -0.2061 -1.3201 1.287 -0.510 0.600
H 1.1533 -2.6005 0.5646 0.120 0.070 -0.240
H 1.0781 -0.8871 0.9028 0.040 0.106 0.437
H 3.1954 -1.4282 1.3309 -1.279 0.141 -0.528
H 3.0020 -3.6052 0.3161 -0.108 -0.123 -0.177
H 4.5449 -2.9964 0.1431 -0.606 -0.308 -0.978
H 3.9515 -2.5705 -2.0505 -0.259 0.111 -0.259
C 3.4684 3.8708 4.5930 -0.004 -0.006 0.025
O 3.8575 3.9139 3.2291 0.028 -0.078 -0.044
C 4.7417 2.8825 2.8483 -0.114 0.112 0.314
C 4.0057 1.7633 2.1588 -0.284 -1.152 -0.162
O 3.0308 1.0569 2.9607 0.154 0.863 -0.688
C 1.7054 1.5761 2.5827 0.671 -0.431 0.958
H 2.5986 4.5149 4.7020 0.022 0.023 -0.019
H 3.2002 2.8578 4.9022 -0.016 0.005 -0.009
H 4.2711 4.2470 5.2346 0.009 -0.031 0.014
H 5.2976 2.4999 3.7122 -0.013 0.025 0.024
H 5.4641 3.3080 2.1467 0.023 -0.043 -0.039
H 4.7285 1.0064 1.7714 -0.010 0.415 0.316
H 3.4806 2.1332 1.2774 0.168 0.238 -0.111
H 1.4474 1.1836 1.6196 -0.231 -0.095 -0.508
H 1.7145 2.6617 2.5482 0.001 0.028 0.033
H 0.9837 1.2375 3.3213 0.072 -0.066 -0.037
C 0.3018 -6.6181 1.0837 0.091 0.303 -0.218
C 0.9472 -6.0400 2.3128 -0.401 -0.251 -0.061
C 0.0361 -5.2567 3.2398 -0.033 -0.137 -0.044
O 0.9553 -4.3061 3.8376 0.062 0.061 -0.062
C 1.9402 -4.1189 2.9768 -0.130 -0.101 -0.106
O 2.7728 -3.2451 3.0531 0.602 0.394 -0.266
O 1.9149 -4.9979 1.9710 0.159 0.061 -0.007
H -0.3893 -7.4114 1.3657 0.015 -0.011 0.037
H -0.2427 -5.8517 0.5304 -0.032 -0.008 0.011
H 1.0533 -7.0332 0.4141 -0.005 -0.083 0.045
H 1.4888 -6.8114 2.8634 0.113 0.091 0.027
H -0.4351 -5.8574 4.0109 0.140 0.066 0.127
H -0.7237 -4.6921 2.6983 0.016 0.001 -0.040
C 1.2833 -2.7019 -3.7235 -0.444 -0.907 -0.001
O 1.3622 -1.4488 -4.0273 -0.275 0.928 0.302
O 2.0881 -3.5554 -4.1958 0.575 0.082 0.134
O 0.3857 -3.0851 -2.8436 -0.280 -0.176 -0.525
Na 4.7032 -1.8238 1.8885 1.847 0.046 2.096
K -0.5335 0.5517 -2.1868 -0.879 0.804 -1.274
O 5.9751 -5.0368 4.9143 0.051 0.119 -0.189
H 5.2271 -4.6024 4.4956 -0.124 -0.021 0.128
H 6.3397 -4.3812 5.5175 0.000 -0.066 0.078
C -3.7729 5.0165 1.0760 -0.107 0.067 -0.179
C -3.0063 4.0439 0.4518 -0.233 0.407 0.110
C -3.2747 3.7126 -0.8682 -0.399 -0.097 -0.089
C -4.2969 4.3494 -1.5663 -0.010 -0.013 0.001
C -5.0562 5.3258 -0.9333 -0.042 -0.030 -0.047
C -4.7963 5.6549 0.3875 -0.010 0.020 0.073
H -3.5685 5.2759 2.1062 0.014 0.009 0.006
H -2.2112 3.5443 0.9850 -0.172 0.151 -0.115
H -2.6625 2.9412 -1.3481 0.213 0.130 0.002
H -4.4976 4.0986 -2.5974 0.039 0.091 -0.055
H -5.8477 5.8296 -1.4726 0.002 0.007 -0.012
H -5.3905 6.4123 0.8817 -0.015 0.018 -0.008
C -5.7207 2.0615 -4.3568 0.212 0.170 -0.343
O -4.5578 2.1962 -3.9028 -0.305 -0.753 0.308
N -6.0104 2.1815 -5.6341 0.035 0.028 0.062
C -7.3734 2.0358 -6.1365 0.092 0.021 0.008
C -4.9377 2.4720 -6.5898 0.003 -0.014 0.130
H -6.5790 1.8496 -3.7093 0.027 -0.003 0.011
H -7.4143 1.2170 -6.8527 -0.014 -0.011 -0.004
H -7.6851 2.9561 -6.6275 -0.016 0.008 0.001
H -8.0514 1.8244 -5.3135 0.001 -0.001 0.018
H -4.1886 1.6831 -6.5607 0.002 -0.018 -0.026
H -4.4574 3.4144 -6.3347 -0.003 0.020 -0.014
H -5.3625 2.5352 -7.5863 -0.029 -0.007 0.003
Cl -1.0593 1.8950 1.2182 0.543 -1.233 -0.630
Li -3.9775 1.4029 -2.3268 -0.266 0.743 0.084
```
Positions in Å, forces in eV/Å.

For the HOMO-LUMO gap, the calculation gives 2.26 eV. Its total charge is +1. The value obtained for the total energy is -93906.8378 eV.

For reference, the Mulliken charges in units of e are: -2.2637, -0.1303, 0.1108, -0.0172, 0.4746, -0.2746, 0.3419, 0.8957, 0.6506, -0.0765, 0.2533, 0.1335, 0.1480, 0.3367, 0.3518, -0.6676, -0.3733, -0.8635, -0.1016, -0.3564, -0.7833, 0.2491, 0.2607, 0.3310, 0.3698, 0.3712, 0.2295, 0.3525, 0.0637, 0.4726, 0.3863, -1.4284, 0.3780, -0.4827, -0.2941, 0.6124, -0.5515, -0.3424, 0.4000, 0.3653, 0.3748, 0.2830, 0.3404, 0.3045, 0.6811, -0.7142, -0.7453, -0.7958, 0.7444, 0.8287, -0.6100, 0.2876, 0.3255, -0.6584, -0.3510, -0.2608, 0.0423, -0.6010, -0.3299, 0.3943, 0.2082, 0.1904, 0.5268, 0.3687, 0.3745, 0.2842, -0.7571, 0.0916, -0.8806, -0.9479, 0.3391, 0.3554, 0.3581, 0.2970, 0.3210, 0.3009, 0.3817, -0.7679, 0.8842